{
  "formula": "C35H37BCl4N3O4Re",
  "method": "ωB97M-V/def2-TZVPD",
  "species": ["Re", "C", "N", "C", "C", "C", "C", "C", "C", "C", "C", "H", "H", "H", "H", "H", "H", "H", "H", "H", "H", "H", "H", "C", "C", "C", "O", "B", "O", "C", "C", "C", "H", "H", "H", "H", "H", "H", "H", "H", "H", "H", "H", "H", "Cl", "C", "C", "C", "C", "C", "Cl", "C", "N", "C", "C", "C", "C", "C", "C", "C", "C", "O", "O", "H", "H", "H", "H", "H", "H", "H", "H", "H", "H", "Cl", "C", "C", "C", "C", "C", "Cl", "C", "N", "H", "H", "H"],
  "coordinates": [[1.812181, 18.160674, 8.717867], [1.820726, 19.840921, 11.686332], [0.820912, 19.301011, 10.743775], [-0.147180, 20.328808, 10.461210], [0.196525, 18.119067, 11.332052], [-0.597214, 17.342984, 10.313233], [-1.764187, 16.700656, 10.697618], [-2.348695, 15.768479, 9.827779], [-1.842656, 15.541155, 8.570983], [-0.742121, 16.351392, 8.176307], [-0.032368, 17.178582, 9.035286], [1.322941, 20.257665, 12.557876], [2.259572, 20.717731, 11.261583], [2.481289, 19.039565, 11.883528], [-0.806902, 20.501512, 11.281853], [-0.842411, 20.003621, 9.648681], [0.242290, 21.261976, 10.280976], [-0.444614, 18.363572, 12.193956], [0.980394, 17.504711, 11.758364], [-2.207612, 16.978141, 11.662931], [-3.205934, 15.150164, 10.211245], [-2.329790, 14.855889, 7.860743], [-0.364397, 16.230293, 7.141063], [3.115926, 15.820909, 3.937931], [3.408742, 17.068190, 4.761186], [4.887539, 17.396929, 4.665506], [3.256182, 16.878323, 6.164660], [2.303552, 17.716822, 6.735364], [1.895384, 18.573374, 5.757455], [2.447965, 18.312563, 4.485088], [3.185150, 19.514273, 3.965288], [1.264128, 18.020781, 3.551846], [3.786081, 15.004998, 4.239535], [3.150798, 16.073875, 2.883251], [2.098140, 15.505958, 4.218814], [5.433891, 16.479753, 5.022496], [5.158244, 18.175838, 5.374183], [5.148839, 17.624271, 3.630264], [3.840657, 19.947175, 4.685490], [2.400704, 20.286080, 3.585371], [3.768588, 19.266454, 3.128861], [0.714190, 17.244607, 4.004048], [1.624915, 17.800718, 2.540602], [0.699281, 19.009298, 3.557582], [-1.104042, 20.437972, 6.689422], [-1.448223, 22.060889, 6.353514], [-2.765971, 22.477690, 5.990943], [-2.935642, 23.805548, 5.589038], [-1.869704, 24.723291, 5.583118], [-0.632483, 24.253167, 6.047161], [0.545701, 25.508017, 6.460987], [-0.373336, 22.916233, 6.310258], [0.895322, 22.508067, 6.737438], [2.100627, 22.746509, 6.081876], [2.162101, 23.260267, 4.779088], [3.400132, 23.369750, 4.126254], [4.567283, 22.964803, 4.772150], [4.477596, 22.646691, 6.102419], [3.267165, 22.489240, 6.780430], [3.242264, 21.938253, 8.210148], [2.776810, 20.517291, 8.328065], [3.552980, 19.632186, 8.765679], [1.613547, 20.253077, 7.991346], [-3.590868, 21.812141, 5.994315], [-3.901310, 24.145211, 5.351319], [-2.011353, 25.759989, 5.322366], [0.963952, 21.873781, 7.495375], [1.253527, 23.327079, 4.254052], [3.444658, 23.853949, 3.160701], [5.562778, 22.947997, 4.272776], [5.397046, 22.305538, 6.563160], [2.576989, 22.509696, 8.842611], [4.275611, 21.887951, 8.667061], [3.662720, 16.562221, 12.652453], [3.302584, 15.291964, 11.454420], [3.655818, 14.053796, 11.881958], [3.485566, 12.922298, 11.079645], [2.853288, 13.140364, 9.864868], [2.617837, 14.421535, 9.383308], [2.043651, 14.564276, 7.750778], [2.758253, 15.617987, 10.178423], [2.572274, 16.877511, 9.832324], [4.099688, 13.932466, 12.847453], [3.824217, 11.955780, 11.414609], [2.723879, 12.346088, 9.191171]],
  "forces_ev_per_angstrom": [[-0.35, -0.57, 2.03], [-1.49, 0.25, -0.66], [0.79, 0.27, 0.48], [-2.30, -2.25, -0.91], [-0.76, -0.03, 0.21], [0.29, -0.17, 0.44], [0.03, 0.13, -0.32], [-1.36, -0.87, 1.39], [0.71, 1.22, -0.61], [-0.15, -1.16, -1.24], [-0.29, 0.41, -0.24], [-0.21, -0.42, 0.70], [0.87, 0.28, -0.65], [1.08, -0.43, 0.49], [-0.60, -0.09, 1.28], [0.79, 0.35, 0.30], [1.44, 1.97, -0.98], [-0.10, 0.38, -0.05], [0.32, -0.27, -0.24], [0.12, -0.50, -0.31], [0.75, 0.78, -0.51], [0.38, 0.30, 0.45], [-0.27, 0.04, 0.67], [-0.94, 0.03, 1.30], [0.57, 1.11, 0.60], [0.54, -1.07, -0.05], [-0.64, -1.31, 0.46], [1.34, -0.61, -1.17], [-1.05, 1.30, -0.57], [0.22, -1.06, -0.44], [-2.33, 1.61, -0.31], [0.86, 2.32, 0.05], [-0.02, 0.29, -0.36], [0.16, -0.29, -0.18], [0.23, -0.12, -0.41], [-0.38, 0.81, -0.54], [-0.01, 0.28, -0.27], [0.41, 0.09, 0.14], [0.28, 0.50, 0.66], [1.45, -0.99, 0.91], [0.80, -0.44, -1.32], [-1.02, -0.94, 0.08], [-0.34, -0.09, 0.13], [0.26, -1.48, -0.20], [-0.30, -1.02, 0.25], [-2.07, -0.02, -1.19], [2.22, 1.17, 0.17], [1.32, -0.34, 0.39], [0.14, -1.51, 0.64], [-0.62, 1.88, -0.46], [-0.24, -0.59, -0.35], [1.27, 0.67, 0.91], [-0.26, 1.23, -1.03], [-0.73, 0.45, -0.10], [1.67, -0.94, 0.37], [-0.55, 0.19, 0.44], [0.36, 0.92, -0.78], [0.25, -1.42, 0.53], [1.00, -0.37, 0.53], [1.83, 0.00, -0.01], [1.44, 0.62, -0.20], [-0.26, -0.27, 0.05], [-1.60, -0.52, 0.04], [-0.43, -0.63, 0.11], [-1.10, 0.36, -0.46], [0.02, 0.05, 0.09], [-0.34, -1.04, 0.42], [-0.96, 0.64, -0.70], [-0.07, -0.39, -0.29], [-0.98, 0.22, 0.36], [-0.05, 0.16, 0.42], [-0.11, 0.50, 0.25], [-1.07, 0.61, -0.61], [-0.30, 0.05, -0.56], [0.15, 0.68, 0.71], [0.27, -1.30, -0.14], [-0.54, 0.84, 0.21], [1.03, 0.92, 0.02], [-0.66, 0.17, 0.52], [-0.01, -0.16, 0.02], [0.62, -0.31, 0.00], [-0.16, 0.04, -0.43], [0.20, 0.10, 0.44], [-0.15, -0.17, -0.03], [-0.32, -1.00, -0.81]],
  "mulliken_spin": [2.541, 0.015, 0.038, -0.003, 0.059, -0.026, -0.022, 0.038, -0.020, 0.138, -0.018, 0.000, 0.000, -0.005, -0.002, 0.003, -0.002, 0.003, 0.008, -0.001, 0.003, -0.002, 0.008, 0.002, -0.004, 0.000, 0.008, -0.211, -0.072, 0.008, 0.001, 0.001, 0.000, 0.000, 0.000, 0.000, 0.001, 0.000, 0.000, 0.000, 0.000, 0.001, 0.000, 0.000, 0.006, 0.002, 0.000, 0.000, 0.000, 0.000, 0.000, -0.001, -0.003, 0.008, 0.000, 0.000, 0.000, -0.001, 0.000, 0.001, 0.050, -0.014, 0.044, 0.000, 0.000, 0.000, -0.001, 0.000, 0.000, 0.000, 0.000, 0.001, 0.001, 0.007, 0.082, -0.052, 0.121, -0.053, 0.094, 0.009, 0.012, 0.193, -0.005, 0.015, -0.003],
  "e_above_lowest_kcal_mol": 10.43,
  "largest_force_ev_per_a": 3.35,
  "gap_ev": [5.3, 6.4],
  "total_charge": -1,
  "spin_multiplicity": 4
}